Here is the molecule C18H19N5O2S from the OMol25 dataset. Energies are from ωB97M-V/def2-TZVPD.

```
45
Properties=species:S:1:pos:R:3:nbo_charge:R:1
O -0.95 -2.04 -3.11 -0.61
O -4.99 -0.21 -3.98 -0.66
N -1.97 2.14 -1.43 -0.48
N 1.94 1.11 0.83 -0.41
S 0.71 -1.37 1.14 0.36
C -1.69 -1.09 -3.12 0.66
C -3.80 -0.14 -3.61 0.78
C -0.78 1.78 -1.04 0.25
C 1.27 0.09 0.25 0.14
C -2.35 1.06 -2.25 0.33
C -1.41 0.12 -2.29 -0.07
C 2.85 -3.00 3.92 -0.19
C 3.50 -1.93 4.56 -0.24
C 2.04 -2.74 2.86 -0.22
C 3.36 -0.68 3.96 -0.13
C 1.83 -1.47 2.34 -0.25
C 2.55 -0.40 2.85 -0.05
N -2.94 -1.23 -3.77 -0.44
N -3.55 1.03 -2.89 -0.41
N -0.31 0.52 -1.47 -0.35
C -3.26 -2.37 -4.72 -0.38
C -4.54 2.10 -2.53 -0.39
C 1.01 0.05 -1.23 -0.29
C 3.43 1.90 2.43 -0.60
C 1.16 1.81 2.97 -0.61
C 2.20 1.02 2.28 0.02
H -0.17 2.35 -0.36 0.21
H 2.95 -4.09 4.26 0.22
H 4.14 -2.13 5.40 0.22
H 1.53 -3.58 2.36 0.22
H 4.02 0.13 4.38 0.21
H -4.29 -2.28 -5.20 0.25
H -3.41 -3.23 -4.25 0.21
H -2.50 -2.44 -5.45 0.21
H -4.21 2.91 -3.12 0.21
H -4.47 2.31 -1.51 0.22
H -5.58 1.85 -2.78 0.24
H 1.85 0.67 -1.68 0.23
H 1.03 -0.95 -1.73 0.27
H 3.73 2.13 3.50 0.21
H 4.22 1.43 1.84 0.21
H 3.32 2.91 2.05 0.22
H 1.13 2.91 2.65 0.23
H 0.17 1.28 2.57 0.21
H 1.23 1.77 4.12 0.23
```

Properties
Highest occupied orbital energy: -8.3 eV
Frontier orbital gap: 8.71 eV
SMILES: Cn1c(=O)c2c(ncn2CC2=NC(C)(C)c3ccccc3S2)n(C)c1=O
Energy relative to the best compared isomer or geometry (same formula, charge and spin): 1.854 eV
Lowest unoccupied orbital energy: 0.01324 Eh
Charge: 0
M: 369.4 g mol⁻¹

=====

Here is the ion C4H9N2O2 with charge -1 from the OMol25 dataset. Energies are from ωB97M-V/def2-TZVPD.

```
17
Properties=species:S:1:pos:R:3:nbo_charge:R:1
C -0.53 0.00 -1.08 -0.22
N 0.40 -1.06 -0.71 -0.72
C 1.84 -1.03 -1.28 0.14
O 1.93 -1.71 -2.42 -0.94
C -0.86 0.95 0.12 -0.23
N -0.46 0.33 1.37 -0.62
C -0.88 0.91 2.53 0.53
O -0.38 0.71 3.62 -0.65
H -0.28 0.58 -1.96 0.18
H -1.47 -0.54 -1.24 0.17
H -0.02 -1.94 -1.00 0.36
H 2.44 -1.50 -0.48 0.07
H 2.08 0.06 -1.33 0.05
H -1.94 1.13 0.14 0.17
H -0.37 1.92 -0.04 0.16
H 0.27 -0.37 1.34 0.44
H -1.76 1.56 2.42 0.09
```

Properties
Highest occupied orbital energy: -2.8 eV
Frontier orbital gap: 6.39 eV
SMILES: O=CNCCNC[O-]
Energy relative to the best compared isomer or geometry (same formula, charge and spin): 2.276 eV
Lowest unoccupied orbital energy: 0.13210 Eh
Charge: -1
M: 117.1 g mol⁻¹

=====

Here is a structure of composition C40H52IN3O2P2Zr from the OMol25 dataset. Energies are from ωB97M-V/def2-TZVPD.

```
101
Properties=species:S:1:pos:R:3:mulliken_charge:R:1
Zr 0.16 0.27 0.33 0.37
C -0.04 -4.24 3.14 -1.48
C 0.21 -3.26 1.99 0.67
C -0.56 -3.64 0.72 -1.32
P -0.05 -1.48 2.40 2.05
C 0.65 -1.22 4.08 0.50
C 2.16 -1.42 4.06 -1.39
C 0.26 0.14 4.65 -2.00
C -1.82 -1.10 2.42 0.00
C -2.85 -2.02 2.67 -0.71
C -4.18 -1.65 2.57 0.55
C -5.28 -2.62 2.86 -1.66
C -4.47 -0.34 2.18 -1.30
C -3.47 0.57 1.91 -0.04
C -2.13 0.21 2.05 -0.61
N -1.08 1.14 1.78 0.65
C -1.18 2.41 2.37 -0.18
C -2.03 2.71 3.43 -0.62
C -2.11 4.01 3.92 -1.13
C -1.36 5.05 3.38 0.37
C -1.49 6.46 3.88 -1.62
C -0.46 4.73 2.38 -0.31
C -0.34 3.43 1.89 -0.68
P 0.94 2.88 0.77 1.67
C 1.42 4.35 -0.24 0.43
C 2.42 5.30 0.41 -1.62
C 1.89 3.96 -1.65 -1.40
C 2.29 2.30 1.91 3.30
C 3.61 2.08 1.15 -1.68
C 2.50 3.09 3.20 -1.68
H 0.15 -5.26 2.78 0.52
H 0.63 -4.07 3.98 0.39
H -1.06 -4.21 3.51 0.16
H 1.28 -3.32 1.76 0.24
H -1.63 -3.68 0.89 0.27
H -0.38 -2.95 -0.11 0.12
H -0.24 -4.63 0.39 0.53
H 0.18 -2.00 4.69 0.99
H 2.65 -0.65 3.45 0.03
H 2.55 -1.34 5.07 0.51
H 2.45 -2.40 3.67 0.35
H 0.70 0.96 4.08 0.31
H -0.82 0.29 4.68 0.26
H 0.63 0.22 5.67 0.61
H -2.61 -3.03 2.95 0.16
H -4.90 -3.60 3.13 0.39
H -5.91 -2.27 3.68 0.36
H -5.93 -2.74 1.99 0.35
H -5.50 -0.04 2.08 0.46
H -3.72 1.58 1.60 0.68
H -2.65 1.94 3.87 0.43
H -2.79 4.22 4.73 0.39
H -2.10 6.50 4.78 0.39
H -0.52 6.89 4.12 0.37
H -1.96 7.09 3.13 0.33
H 0.17 5.51 1.97 0.54
H 0.46 4.86 -0.33 0.70
H 3.43 4.90 0.38 0.30
H 2.43 6.23 -0.16 0.49
H 2.19 5.55 1.44 0.29
H 2.83 3.41 -1.60 0.32
H 1.15 3.37 -2.18 0.13
H 2.07 4.87 -2.22 0.63
H 1.90 1.30 2.21 -2.01
H 4.13 3.02 1.02 0.34
H 4.26 1.42 1.72 0.48
H 3.46 1.64 0.16 0.23
H 2.92 4.07 2.99 0.38
H 1.57 3.23 3.75 0.38
H 3.21 2.56 3.84 0.44
C -4.00 -1.02 -1.27 -1.08
C -3.15 -0.27 -2.25 0.48
N -3.72 0.17 -3.36 -0.59
C -3.00 0.84 -4.26 -1.16
C -1.64 1.05 -4.16 0.23
C -0.88 1.76 -5.24 -0.85
O -0.01 2.72 -4.64 -0.45
C -1.01 0.59 -2.99 0.58
C 0.44 0.62 -2.91 -0.53
N 1.19 0.53 -1.86 0.63
C 2.59 0.52 -2.16 -0.29
C 3.14 1.33 -3.16 -0.45
C 4.49 1.28 -3.45 -0.88
C 5.33 0.43 -2.75 -0.87
C 4.82 -0.37 -1.74 -0.48
C 3.46 -0.30 -1.46 0.29
I 2.69 -1.43 0.11 0.33
C -1.79 -0.02 -2.01 0.26
O -1.22 -0.41 -0.85 -0.66
H -4.73 -1.61 -1.82 0.50
H -4.54 -0.32 -0.63 0.22
H -3.40 -1.66 -0.63 0.09
H -3.55 1.21 -5.12 0.38
H -1.59 2.23 -5.92 0.48
H -0.29 1.04 -5.83 0.32
H 0.22 3.38 -5.30 0.32
H 0.93 0.67 -3.88 0.91
H 2.50 2.02 -3.69 0.56
H 4.89 1.92 -4.22 0.46
H 6.39 0.39 -2.98 0.43
H 5.46 -1.03 -1.18 0.47
```

Properties
Highest occupied orbital energy: -12.5 eV
Frontier orbital gap: 6.82 eV
Lowest unoccupied orbital energy: -0.21025 Eh
Charge: +2
M: 887.0 g mol⁻¹

=====

Here is a cluster of 2 separate species, C8H21N3O in total from the OMol25 dataset. Energies are from ωB97M-V/def2-TZVPD.

```
33
Properties=species:S:1:pos:R:3:nbo_charge:R:1
C -4.25 -0.60 0.01 -0.22
C -2.74 -0.74 0.09 -0.08
C -2.00 0.19 -0.87 -0.08
C 2.45 1.99 -0.14 -0.42
C 2.67 -0.34 0.25 0.08
C 3.90 -0.48 1.10 -0.61
C 2.04 -1.59 -0.23 -0.43
C 2.73 -0.70 -1.20 -0.43
H -5.56 0.95 0.42 0.36
H -4.37 1.35 -0.64 0.35
H -4.64 -1.01 -0.96 0.17
H -4.69 -1.19 0.84 0.21
H -2.47 -1.78 -0.17 0.20
H -1.31 -0.33 1.50 0.36
H -2.71 0.42 1.74 0.36
H -2.47 0.22 -1.88 0.15
H -2.08 1.20 -0.42 0.17
H -0.10 0.55 -1.19 0.48
H 3.31 2.34 0.46 0.17
H 2.81 1.77 -1.16 0.20
H 1.72 2.81 -0.22 0.19
H 1.65 0.96 1.45 0.36
H 3.66 -0.50 2.16 0.21
H 4.40 -1.43 0.84 0.21
H 4.62 0.33 0.91 0.20
H 2.43 -2.60 -0.07 0.21
H 0.94 -1.55 -0.32 0.26
H 2.07 -0.13 -1.89 0.21
H 3.66 -1.02 -1.61 0.21
N -4.56 0.81 0.22 -0.86
N -2.31 -0.47 1.47 -0.84
N 1.82 0.80 0.45 -0.63
O -0.63 -0.23 -0.93 -0.73
```

Properties
Highest occupied orbital energy: -8.8 eV
Frontier orbital gap: 9.64 eV
SMILES: NC[C@H](N)CO.CNC1(C)CC1
Lowest unoccupied orbital energy: 0.03112 Eh
Charge: 0
M: 175.3 g mol⁻¹

=====

Here is a cluster of 2 separate species, C23H33N2O2S2 in total from the OMol25 dataset. Energies are from ωB97M-V/def2-TZVPD.

```
62
Properties=species:S:1:pos:R:3:nbo_charge:R:1
C 5.09 -2.21 0.10 -0.24
O 5.85 -1.09 -0.31 -0.56
C 5.20 -0.29 -1.30 -0.06
C 4.86 1.11 -0.78 -0.43
C 3.66 1.66 -1.55 -0.39
C 3.23 3.03 -1.05 -0.21
N 2.96 3.02 0.36 -0.85
C 1.87 3.86 0.73 -0.22
C 0.57 3.08 1.16 -0.45
C 0.48 1.70 0.56 -0.50
S -0.07 1.77 -1.19 0.25
C -0.89 0.20 -1.31 -0.11
S -0.04 -1.18 -1.21 -0.01
N -2.31 0.32 -1.44 -0.57
C -2.88 0.58 -0.13 0.24
C -3.61 1.75 0.06 -0.22
C -4.17 2.00 1.31 -0.21
C -3.98 1.12 2.38 -0.21
C -3.24 -0.04 2.18 -0.20
C -2.71 -0.30 0.92 -0.27
C -2.96 -0.71 -2.19 0.26
C -4.17 -1.27 -1.80 -0.29
C -4.80 -2.24 -2.59 -0.19
C -4.22 -2.68 -3.77 -0.25
C -3.02 -2.11 -4.18 -0.20
C -2.41 -1.13 -3.41 -0.25
H 5.25 -3.07 -0.56 0.15
H 4.03 -1.99 0.11 0.17
H 5.43 -2.48 1.09 0.17
H 4.29 -0.76 -1.67 0.16
H 5.89 -0.22 -2.14 0.16
H 4.62 1.09 0.27 0.24
H 5.72 1.75 -1.00 0.18
H 2.84 0.93 -1.44 0.19
H 3.91 1.73 -2.61 0.16
H 4.05 3.75 -1.29 0.11
H 2.36 3.33 -1.66 0.13
H 2.16 4.46 1.61 0.14
H 1.60 4.60 -0.05 0.13
H 0.60 2.97 2.24 0.20
H -0.33 3.64 0.90 0.19
H 1.43 1.18 0.62 0.26
H -0.26 1.12 1.10 0.20
H -3.76 2.44 -0.75 0.23
H -4.75 2.89 1.47 0.21
H -4.40 1.31 3.35 0.21
H -3.05 -0.75 2.97 0.24
H -2.15 -1.22 0.79 0.23
H -4.67 -0.98 -0.89 0.22
H -5.74 -2.64 -2.27 0.20
H -4.74 -3.43 -4.36 0.20
H -2.57 -2.44 -5.10 0.21
H -1.49 -0.69 -3.75 0.23
C -0.13 -3.51 2.88 -0.63
C -0.45 -2.32 3.76 -0.06
O -1.80 -2.37 4.25 -0.73
H -0.82 -3.56 2.04 0.22
H 0.89 -3.45 2.50 0.22
H -0.23 -4.44 3.44 0.19
H -0.36 -1.39 3.19 0.19
H 0.24 -2.27 4.61 0.16
H -1.90 -3.17 4.77 0.46
```

Properties
Highest occupied orbital energy: -1.7 eV
Frontier orbital gap: 3.75 eV
Lowest unoccupied orbital energy: 0.07543 Eh
Charge: -1
M: 433.7 g mol⁻¹

=====

Here is a structure of composition C35H33AsClF2N2O4V from the OMol25 dataset. Energies are from ωB97M-V/def2-TZVPD.

```
79
Properties=species:S:1:pos:R:3:mulliken_charge:R:1
V 0.66 1.37 1.63 -0.48
F -3.04 4.99 0.28 -0.33
C -1.83 4.48 0.11 0.14
C -1.52 3.29 0.75 -0.68
C -0.26 2.78 0.52 1.48
C 0.71 3.42 -0.27 0.51
C 0.32 4.63 -0.85 0.63
F 1.19 5.31 -1.60 -0.32
C -0.94 5.17 -0.69 -0.89
C 2.07 2.85 -0.31 -0.23
C 3.20 3.40 -0.90 -0.72
C 4.41 2.76 -0.78 -0.76
C 4.51 1.56 -0.08 -1.11
C 3.37 1.04 0.49 -0.26
N 2.19 1.67 0.37 0.97
H -2.25 2.81 1.39 0.63
H -1.21 6.10 -1.16 0.57
H 3.12 4.34 -1.43 0.73
H 5.29 3.20 -1.23 0.50
H 5.45 1.04 0.04 0.57
H 3.38 0.13 1.06 0.50
C -5.39 -1.85 -2.86 -1.66
C -4.11 -1.41 -2.21 0.38
C -3.35 -2.30 -1.44 -0.70
C -2.18 -1.92 -0.80 0.20
C -1.44 -2.98 -0.05 -1.10
C -1.78 -0.57 -0.94 0.83
As -0.14 -0.10 -0.08 1.52
N -0.34 -0.09 1.76 0.87
C -1.11 -0.79 2.74 -0.07
C -0.51 -1.19 3.93 -0.31
C -1.29 -1.85 4.87 -0.98
C -2.63 -2.10 4.62 -0.62
C -3.22 -1.68 3.43 -1.00
C -2.46 -1.02 2.47 -0.08
C 1.32 -1.20 -0.64 1.05
C 2.01 -2.14 0.14 0.09
C 1.78 -2.42 1.60 -1.24
C 3.01 -2.88 -0.48 -1.01
C 3.35 -2.70 -1.82 0.42
C 4.41 -3.54 -2.47 -1.68
C 2.69 -1.72 -2.54 -1.20
C 1.68 -0.95 -1.98 0.58
C 1.03 0.12 -2.81 -1.44
C -2.49 0.34 -1.74 0.86
C -2.07 1.75 -2.02 -1.78
C -3.65 -0.11 -2.35 -0.70
H -5.44 -2.93 -2.95 0.39
H -5.48 -1.41 -3.86 0.41
H -6.24 -1.52 -2.27 0.33
H -3.68 -3.32 -1.35 0.48
H -2.12 -3.79 0.22 0.55
H -1.00 -2.63 0.88 -0.46
H -0.64 -3.41 -0.65 0.37
H 0.53 -0.99 4.11 0.49
H -0.84 -2.17 5.80 0.47
H -3.23 -2.61 5.36 0.45
H -4.27 -1.85 3.25 0.48
H -2.91 -0.69 1.55 0.54
H 1.70 -1.52 2.21 -0.07
H 2.61 -3.00 2.00 0.58
H 0.87 -3.00 1.78 0.26
H 3.55 -3.62 0.10 0.45
H 5.01 -4.08 -1.73 0.41
H 5.08 -2.93 -3.08 0.40
H 3.96 -4.28 -3.13 0.32
H 2.97 -1.54 -3.58 0.51
H 1.55 0.24 -3.76 0.55
H 1.07 1.10 -2.32 0.15
H -0.01 -0.10 -3.05 0.23
H -1.04 1.97 -1.76 -0.01
H -2.71 2.46 -1.49 0.44
H -2.19 1.96 -3.09 0.59
H -4.21 0.58 -2.97 0.53
O -0.34 2.12 3.31 -0.59
Cl 1.06 2.47 3.71 1.78
O 1.52 3.29 2.59 -0.56
O 1.21 2.99 4.99 -0.52
O 1.76 1.16 3.45 -0.64
```

Properties
Highest occupied orbital energy (spin up / spin down): -14.4 / -14.4 eV
Frontier orbital gap (spin up / spin down): 6.43 / 6.42 eV
Lowest unoccupied orbital energy (spin up / spin down): -0.29149 / -0.29170 Eh
Charge: +2
M: 745.0 g mol⁻¹

=====

Here is a cluster of 10 separate species, C33H82F12N6O18S4 in total from the OMol25 dataset. Energies are from ωB97M-V/def2-TZVPD.

```
155
Properties=species:S:1:pos:R:3:mulliken_charge:R:1
C -0.50 2.14 5.76 -1.45
C -1.20 3.02 4.71 -0.12
C -0.23 3.58 3.67 0.45
O 1.14 3.24 3.92 -0.44
C 2.00 4.01 3.14 -0.23
N -2.22 2.13 4.03 0.15
H -2.89 1.67 4.63 0.44
H -2.70 2.64 3.28 0.39
H -1.75 1.41 3.47 -0.13
H 0.24 1.44 5.40 0.31
H -1.23 1.55 6.33 0.45
H -0.08 2.74 6.57 0.41
H -1.73 3.87 5.12 0.50
H -0.36 4.66 3.62 0.42
H -0.37 3.07 2.71 -0.46
H 2.10 3.49 2.17 -0.37
H 3.00 3.98 3.58 0.35
H 1.75 5.07 3.04 0.39
C -3.09 -2.17 2.07 -0.05
N -4.55 -1.67 2.14 0.60
C -5.05 -1.73 3.56 -0.99
C -4.68 -0.26 1.56 -0.78
C -5.25 -2.65 1.18 -0.18
C -6.80 -2.50 1.23 -0.65
O -7.40 -3.52 0.44 -0.55
H -2.79 -1.97 1.04 -0.58
H -3.16 -3.24 2.27 0.60
H -2.47 -1.75 2.85 -0.13
H -5.89 -1.05 3.65 0.38
H -4.22 -1.47 4.21 0.21
H -5.34 -2.76 3.78 0.41
H -4.15 0.33 2.31 0.20
H -5.74 -0.02 1.64 0.74
H -4.33 -0.33 0.54 -0.18
H -5.03 -3.67 1.48 0.63
H -4.81 -2.47 0.20 0.01
H -7.22 -1.54 0.95 0.32
H -7.14 -2.70 2.25 0.34
H -7.28 -4.36 0.88 0.34
C 0.46 4.06 -0.83 -1.29
N -0.47 5.21 -1.23 0.92
C -1.25 4.93 -2.47 -0.50
C -1.50 5.18 -0.07 -0.88
C 0.36 6.44 -1.42 -0.66
C -0.33 7.70 -1.92 -0.64
O -1.16 8.11 -0.85 -0.51
H 0.97 3.80 -1.76 0.40
H -0.24 3.26 -0.60 0.23
H 1.04 4.40 0.03 0.47
H -1.71 3.95 -2.53 -0.63
H -0.68 5.13 -3.38 0.45
H -2.03 5.68 -2.51 0.57
H -2.26 5.95 -0.18 0.33
H -0.87 5.32 0.81 0.31
H -1.97 4.20 -0.14 0.34
H 1.22 6.18 -2.04 0.40
H 0.86 6.59 -0.46 0.41
H -0.84 7.53 -2.87 0.38
H 0.50 8.41 -1.93 0.39
H -1.66 8.88 -1.13 0.34
C 5.07 -5.92 -0.38 -0.80
N 3.99 -5.68 -1.43 0.09
C 4.63 -5.57 -2.82 -0.88
C 2.97 -6.82 -1.54 -0.84
C 3.11 -4.43 -1.17 -1.11
C 2.30 -4.54 0.09 0.96
O 3.01 -4.38 1.29 -0.59
H 5.61 -4.98 -0.43 0.31
H 5.66 -6.74 -0.79 0.38
H 4.58 -6.20 0.55 0.35
H 5.26 -4.68 -2.87 0.34
H 3.84 -5.40 -3.55 0.37
H 5.19 -6.47 -3.01 0.41
H 2.83 -7.21 -0.53 0.41
H 3.49 -7.55 -2.16 0.40
H 2.05 -6.55 -2.05 0.32
H 2.40 -4.45 -1.99 0.32
H 3.83 -3.61 -1.25 0.43
H 1.71 -5.46 0.06 0.56
H 1.50 -3.82 -0.09 -0.88
H 2.41 -4.49 2.06 0.59
C 0.53 0.90 -4.86 -0.80
N -0.96 0.72 -4.85 0.48
C -1.68 2.03 -5.09 -0.63
C -1.34 -0.13 -6.07 -0.87
C -1.46 0.05 -3.61 0.14
C -0.60 -1.01 -3.02 0.84
O -0.29 -2.08 -3.89 -0.48
H 1.08 -0.02 -5.09 0.27
H 0.86 1.20 -3.86 0.21
H 0.85 1.55 -5.67 0.41
H -1.23 2.53 -5.95 0.41
H -1.51 2.62 -4.19 0.08
H -2.74 1.81 -5.19 0.35
H -2.42 -0.22 -5.96 0.44
H -1.01 -1.15 -5.87 0.26
H -0.93 0.28 -6.98 0.40
H -2.41 -0.43 -3.86 0.32
H -1.75 0.78 -2.86 -0.76
H -1.17 -1.48 -2.20 -0.28
H 0.26 -0.63 -2.46 -0.07
H 0.03 -2.83 -3.34 0.33
C 4.94 2.96 0.80 -0.70
N 4.58 1.60 0.21 0.50
C 4.02 0.75 1.36 -1.04
C 3.52 1.75 -0.81 -0.61
C 5.76 0.90 -0.44 -0.43
C 6.89 0.42 0.53 -0.69
O 7.39 1.55 1.19 -0.50
H 5.50 3.40 -0.02 0.33
H 5.57 2.80 1.68 0.45
H 4.04 3.51 1.04 0.10
H 4.71 0.91 2.18 0.48
H 4.15 -0.31 1.16 0.44
H 3.00 1.07 1.55 0.13
H 3.96 2.15 -1.72 0.46
H 2.76 2.39 -0.36 -0.16
H 3.03 0.81 -1.04 0.24
H 6.13 1.54 -1.24 0.47
H 5.33 0.02 -0.91 0.39
H 7.70 -0.01 -0.06 0.44
H 6.62 -0.38 1.23 0.30
H 8.21 1.86 0.80 0.33
C 0.12 -2.57 4.72 0.51
F 0.44 -1.73 3.72 -0.07
F -0.02 -1.85 5.85 -0.24
F -1.08 -3.10 4.49 -0.24
S 1.41 -3.94 4.85 1.17
O 0.87 -4.91 5.80 -0.68
O 1.58 -4.43 3.48 -0.84
O 2.58 -3.26 5.44 -0.73
C 0.48 -1.18 0.60 -0.42
F 1.17 -1.36 1.74 -0.21
F 1.41 -1.10 -0.36 -0.13
F -0.25 -2.28 0.44 0.60
S -0.45 0.47 0.77 0.74
O 0.50 1.57 1.09 -0.58
O -1.07 0.69 -0.51 -0.01
O -1.44 0.42 1.87 -0.53
C -1.82 -4.41 -0.30 0.46
F -2.21 -3.13 -0.62 -0.23
F -0.96 -4.37 0.70 -0.09
F -2.93 -5.03 0.05 -0.24
S -1.06 -5.11 -1.82 1.19
O -0.49 -6.37 -1.38 -0.72
O -2.17 -5.26 -2.75 -0.71
O -0.03 -4.15 -2.29 -0.77
C -4.18 2.39 -1.24 0.50
F -4.54 2.28 0.04 -0.22
F -4.40 3.65 -1.63 -0.29
F -2.85 2.17 -1.37 -0.18
S -5.11 1.07 -2.23 1.08
O -6.53 1.20 -1.95 -0.70
O -4.78 1.46 -3.59 -0.64
O -4.54 -0.21 -1.77 -0.49
```

Properties
Highest occupied orbital energy: -11.4 eV
Frontier orbital gap: 6.69 eV
Lowest unoccupied orbital energy: -0.17266 Eh
Charge: +2
M: 1207.3 g mol⁻¹